Record 1
{"formula": "C3H10N2O3", "method": "ωB97M-V/def2-TZVPD", "smiles": "c1c[nH]cn1.O.O.O", "homo_ev": -8.73, "de_lowest_kcal_mol": 49.5, "elements": ["H", "H", "H", "N", "H", "O", "H", "H", "C", "O", "O", "C", "H", "C", "H", "H", "N", "H"], "xyz": [[-2.253704, -2.597719, 1.888964], [-1.873701, 1.909856, -2.155733], [-3.184896, 1.927762, -1.197108], [-1.568876, -2.482124, 1.163408], [5.006871, 4.972818, 1.694687], [-2.636014, 1.374659, -1.859122], [0.910489, -0.018138, -0.952985], [-0.184360, 0.862981, -1.513805], [-0.380835, -3.146117, 1.071590], [0.685844, 0.929651, -1.070222], [4.196103, 4.826392, 1.253018], [0.390579, -2.767307, -0.021728], [4.115327, 5.660675, 0.855466], [-1.593307, -1.649441, 0.042885], [-2.307285, -0.898380, -0.208580], [1.235266, -3.292360, -0.396484], [-0.333322, -1.742705, -0.549075], [-0.224187, -3.870500, 1.954824]], "forces_ev_per_a": [[-0.037, -0.036, -0.115], [-0.828, -0.038, 0.428], [1.709, -1.127, -1.764], [0.781, 1.097, -2.628], [1.493, -0.397, 1.086], [-0.898, 1.225, 1.325], [-0.387, 0.691, -0.051], [0.728, -0.122, 0.497], [0.825, -2.857, 3.041], [-0.391, -0.461, -0.432], [-0.663, -1.365, 0.179], [-3.656, 0.447, 2.752], [-0.822, 1.769, -1.257], [4.743, -0.841, 0.490], [-0.325, 0.183, 0.011], [0.689, 0.424, -0.309], [-3.112, 0.413, -1.372], [0.152, 0.995, -1.880]], "lowdin_charge": [0.141, 0.036, 0.090, 0.035, 0.011, -0.104, 0.008, -0.001, -0.159, -0.104, -0.015, -0.142, 0.004, -0.107, 0.090, 0.090, -0.003, 0.129]}

---

Record 2
{"formula": "C4H6INS", "method": "ωB97M-V/def2-TZVPD", "homo_ev": -7.67, "de_lowest_kcal_mol": 80.2, "elements": ["I", "C", "S", "C", "H", "H", "C", "C", "H", "H", "N", "H", "H"], "xyz": [[-3.790816, -0.256951, 0.113869], [-0.397081, -0.158767, -0.449303], [-1.638833, 2.254729, 0.023473], [0.671203, -1.248258, -0.230571], [0.348919, 1.342800, 0.797455], [0.585208, -1.690151, -1.291410], [-2.759108, 1.336377, -0.799390], [-0.588964, 0.870229, 0.674554], [0.425796, -1.942108, 0.658487], [-0.954359, 0.283036, 1.503922], [-0.821875, -0.120296, -1.635781], [1.640077, -0.885073, -0.157818], [-3.471419, 1.871975, -1.493907]], "forces_ev_per_a": [[0.033, 0.131, -0.087], [0.749, 0.268, -2.342], [0.826, -0.530, 1.295], [-2.607, -1.705, -1.077], [1.062, 0.312, 0.808], [0.496, -0.434, 2.106], [-0.281, -0.920, -1.560], [-1.512, 0.150, -1.635], [0.302, 0.907, -1.616], [-0.207, 0.521, 0.635], [-1.911, 0.952, 2.292], [1.800, 0.957, 0.517], [1.249, -0.609, 0.663]], "lowdin_charge": [0.786, -0.612, 0.794, -0.056, 0.057, 0.096, -1.012, -0.408, 0.109, 0.063, 0.142, 0.034, 0.006]}

---

Record 3
{"formula": "C9H14OS", "method": "ωB97M-V/def2-TZVPD", "smiles": "Cc1ccc(O)cc1.CSC", "homo_ev": -8.33, "de_lowest_kcal_mol": 1.6, "elements": ["C", "H", "H", "C", "H", "C", "H", "C", "C", "H", "H", "O", "H", "H", "H", "C", "C", "S", "C", "H", "H", "H", "C", "H", "H"], "xyz": [[1.553233, -0.983948, -0.240659], [-0.330519, -3.099557, 1.571415], [0.966214, 1.892813, -0.479441], [0.681289, -0.786921, -1.300564], [-2.338460, -1.243391, -2.033339], [-1.068781, 2.210695, 1.700214], [3.259765, -2.194159, 1.454860], [2.253339, -2.156707, 1.873222], [1.247858, -1.884415, 0.781693], [-1.166856, 2.965625, 2.471262], [1.202985, 3.417254, 0.391269], [-1.439673, -1.046891, -2.310374], [2.469914, -0.394745, -0.262890], [0.951953, -0.064680, -2.066718], [2.201226, -1.414929, 2.668341], [0.615658, 2.925326, -0.374014], [-0.583499, -1.361479, -1.293891], [-1.125510, 3.007850, 0.080606], [-0.946302, -2.170861, -0.226098], [-1.942448, -2.601785, -0.193576], [0.745115, 3.383945, -1.355661], [2.068930, -3.119775, 2.338376], [-0.021822, -2.426192, 0.783758], [-0.130750, 1.683722, 1.861484], [-1.867571, 1.479970, 1.794389]], "forces_ev_per_a": [[-0.126, -0.171, -0.528], [0.106, -0.039, 0.169], [-0.221, 0.084, 0.162], [0.058, 0.617, 0.140], [-0.074, -0.084, -0.048], [0.080, -0.006, 0.142], [0.009, 0.159, 0.135], [-0.178, -0.211, -0.156], [0.391, 0.645, 0.178], [-0.065, 0.035, 0.211], [0.257, 0.254, -0.089], [0.114, -0.012, -0.050], [0.037, -0.417, 0.201], [-0.183, -0.229, -0.058], [0.130, 0.165, -0.016], [0.086, -0.474, -0.130], [-0.004, 0.131, 0.253], [-0.060, -0.206, -0.279], [0.165, 0.105, -0.167], [0.079, -0.030, 0.056], [-0.052, 0.250, 0.225], [-0.076, -0.182, 0.055], [-0.449, -0.421, -0.160], [0.087, -0.013, -0.195], [-0.110, 0.049, -0.052]], "lowdin_charge": [-0.056, 0.111, 0.005, -0.030, 0.102, -0.429, 0.077, -0.055, -0.290, 0.020, 0.030, 0.050, 0.117, 0.118, 0.077, -0.439, -0.327, 0.723, -0.023, 0.113, 0.033, 0.071, -0.054, 0.031, 0.024]}